ORCA calculation (ωB97M-V/def2-TZVPD) on a structure of composition C11H26GdN3O2PS in a non-equilibrium geometry.

The geometry in XYZ format:
```
45
Properties=species:S:1:pos:R:3:forces:R:3
N 4.13393 -3.20756 -0.28083 0.84 1.60 1.28
C 5.42038 -2.58990 0.25133 -0.02 -0.61 -0.60
C 5.09881 -1.11914 0.90966 0.05 0.10 0.94
C 4.58873 0.01688 -0.16451 -0.27 -2.08 -1.22
C 2.94649 0.23628 0.04214 0.04 0.64 -1.66
C 2.39684 1.53041 -0.86014 1.35 -0.80 0.37
O 1.28224 2.13284 -0.11314 -1.10 -0.34 -3.02
C 0.16836 2.53124 -0.98734 -1.13 2.39 -6.40
O 0.27498 2.89518 -2.28228 0.37 -2.98 8.99
N -1.22277 2.59342 -0.38220 2.51 -0.19 0.54
C -1.80647 1.22304 -0.11923 -0.75 -2.02 -0.45
C -3.40667 1.25916 0.33753 0.30 -0.44 0.50
C -4.31537 0.09764 -0.43074 -0.13 0.53 0.01
C -4.04462 -1.42447 0.11830 1.15 0.16 -0.99
C -5.46098 -2.30788 0.10539 -1.89 -0.50 1.35
N -5.98730 -2.56697 -1.29646 4.37 2.31 0.96
P -1.30519 3.66106 1.04488 0.73 0.00 1.02
S -1.34709 2.73210 2.75757 -0.08 0.10 -0.45
H 3.65372 -2.52570 -0.92463 0.60 -1.20 0.88
H 3.54443 -3.38397 0.56358 0.28 0.05 -1.24
H 5.91401 -3.31258 1.06122 -1.23 1.78 -1.71
H 6.16814 -2.50236 -0.64563 -1.31 0.10 1.82
H 4.21524 -1.28048 1.67614 1.60 0.15 -1.16
H 6.03639 -0.77390 1.52268 -1.24 -0.50 -1.03
H 5.18152 1.01630 0.01953 -0.19 -2.24 -3.46
H 4.86477 -0.37524 -1.23957 -0.64 1.14 2.06
H 2.38815 -0.72488 -0.37932 1.33 1.93 1.56
H 2.71997 0.43662 1.17699 -0.52 -0.93 -1.93
H 3.32207 2.27770 -0.96263 -2.15 -1.14 -0.06
H 2.11456 1.08356 -1.90412 0.39 1.36 1.90
H -1.17922 0.62176 0.67972 -1.27 1.29 -1.45
H -1.77551 0.60782 -1.14100 0.14 1.53 2.05
H -3.84915 2.35125 0.18390 0.80 -2.51 0.16
H -3.45251 0.98947 1.48159 0.08 0.84 -2.22
H -5.44083 0.34858 -0.20421 2.15 -0.35 -0.47
H -4.14554 0.16610 -1.60006 -0.37 -0.22 2.37
H -3.24487 -2.00107 -0.54865 -1.71 1.25 1.42
H -3.64362 -1.46044 1.22839 -1.21 0.02 -2.13
H -5.31164 -3.32666 0.66565 -0.16 1.92 -1.27
H -6.25000 -1.64794 0.71081 1.62 -1.52 -1.51
H -5.27423 -3.09775 -1.87889 -1.58 -0.25 0.73
H -6.13118 -1.66007 -1.81093 -0.96 -1.02 0.49
H -2.40278 4.57680 0.84834 0.74 -0.63 -0.35
H -0.08621 4.48040 1.05447 -1.18 -0.56 -0.88
Gd 4.65000 1.42333 1.71667 -0.35 1.81 4.27
```
Forces are in eV/Å.

Results
calculated total energy = -61311.9824 eV
E_LUMO (alpha / beta) = -10.66 / -12.02 eV
net charge = +3
multiplicity = 8
HOMO energy (alpha / beta) = -15.629 / -15.629 eV
<S²> = 16.184

=====

ORCA calculation (ωB97M-V/def2-TZVPD) on the ion C4H11N2O with charge +1 in a non-equilibrium geometry.

The geometry in XYZ format:
```
18
Properties=species:S:1:pos:R:3:forces:R:3
C 1.08414 1.52041 0.37843 -2.03 0.72 -0.53
N 0.40652 0.29075 0.81099 0.76 -0.39 0.42
C 0.99731 -0.43436 1.97587 0.82 1.75 -0.32
C -0.50110 -0.30885 0.10825 1.49 -0.43 -0.84
O -0.93395 -1.45631 0.56432 0.34 0.01 0.55
C -0.72265 -0.00597 -1.36396 -0.19 0.65 0.33
N -1.71041 -0.93314 -1.87158 0.41 0.06 -0.25
H 2.03374 1.67439 0.86193 0.20 -0.28 -0.09
H 0.41071 2.34888 0.61736 0.30 0.14 0.34
H 1.08659 1.55492 -0.70726 0.75 -0.15 -0.06
H 1.43703 -1.36950 1.64379 -1.05 -0.63 0.40
H 0.31161 -0.27660 2.79503 -0.10 -1.21 0.34
H 1.90370 0.10441 2.25586 -0.21 0.39 -0.02
H -0.89162 -2.12071 -0.14770 -0.96 0.15 -0.26
H 0.29850 -0.07651 -1.75511 -0.20 -0.61 -0.48
H -0.98723 1.02548 -1.59880 -0.02 0.27 0.56
H -2.60404 -0.49112 -1.69155 -0.28 -0.40 -0.18
H -1.61884 -1.04617 -2.87585 -0.03 -0.04 0.10
```
Forces are in eV/Å.

Results
calculated total energy = -9346.8509 eV
SMILES string = C[N+](C)=C(O)CN
E_LUMO = -3.80 eV
net charge = +1
HOMO energy = -14.565 eV
ΔE to the lowest compared entry with this formula, charge and spin = 2.006 eV

=====

ORCA calculation (ωB97M-V/def2-TZVPD) on a structure of composition C27H30ClNNdOP2 in a non-equilibrium geometry.

The geometry in XYZ format:
```
63
Properties=species:S:1:pos:R:3:forces:R:3
C -0.50566 -2.80320 3.83096 0.46 1.02 -0.87
C 0.13084 -2.00441 2.87800 -0.50 0.30 0.62
C 0.12030 -2.40580 1.50720 -0.39 0.28 -1.34
C -0.42410 -3.70003 1.17819 0.21 0.11 0.15
C -1.03816 -4.48270 2.19514 -0.24 -0.07 0.32
C -1.11791 -4.01477 3.48820 -0.21 -0.79 -0.41
C -0.24585 -4.18406 -0.12323 0.35 -0.39 0.42
C 0.67709 -3.56395 -0.96358 0.37 0.05 0.09
C 1.17526 -2.27108 -0.58618 -0.95 0.13 0.56
C 2.26063 -1.72748 -1.33222 0.18 0.48 -0.66
C 2.66444 -2.34766 -2.51488 -0.47 0.59 0.97
C 2.09902 -3.55778 -2.93883 -0.54 -0.87 0.26
C 1.16615 -4.19295 -2.13892 0.38 0.19 -0.56
H -0.55043 -2.43711 4.85552 0.16 -0.22 -0.13
H -1.40841 -5.47542 1.91695 0.02 0.42 0.20
H -1.61702 -4.59265 4.26781 0.19 0.07 -0.31
H -0.70391 -5.13664 -0.42173 0.16 0.43 0.13
H 3.43747 -1.86525 -3.11043 -0.02 -0.22 0.16
H 2.45180 -4.01765 -3.86016 -0.12 0.03 0.25
H 0.80860 -5.19943 -2.36120 0.05 0.33 -0.13
N 0.57081 -1.59119 0.47066 2.48 -1.49 1.32
Nd -0.76510 0.48769 -0.12887 -0.52 -1.51 -1.74
C 0.78702 -0.70926 3.32808 -0.26 0.11 -0.34
H 1.80321 -0.60313 2.91173 -0.31 -0.11 0.18
H 0.82721 -0.67039 4.43175 0.10 -0.04 -0.48
C 2.98151 -0.46861 -0.88798 -0.27 0.15 -0.08
H 3.29335 -0.52928 0.17054 -0.05 -0.03 -0.45
H 3.84953 -0.28552 -1.54489 -0.14 -0.23 0.46
P -0.20419 0.76284 2.73705 0.39 -0.59 1.31
P 1.87836 1.00799 -1.07995 0.64 -0.32 -0.34
C 1.86359 1.16155 -2.90367 -0.05 0.29 0.00
H 1.21466 2.00586 -3.17158 0.19 -0.18 -0.06
H 2.88211 1.33494 -3.27821 -0.25 0.00 0.03
H 1.44750 0.25711 -3.36504 0.04 0.19 0.19
C 2.94135 2.37667 -0.50051 -0.08 0.06 0.02
H 3.88696 2.39395 -1.06270 -0.26 0.05 0.23
H 2.40400 3.32552 -0.63407 0.27 -0.23 0.02
H 3.14129 2.24200 0.57385 0.01 0.07 -0.35
C -1.76124 0.48950 3.67521 -0.33 0.32 -0.06
H -1.66166 0.60888 4.76291 0.11 0.03 -0.30
H -2.51211 1.19564 3.29972 0.10 -0.02 0.24
H -2.16083 -0.51220 3.47723 0.23 0.11 -0.05
C 0.64607 2.16241 3.57495 -0.16 0.34 -0.16
H 0.12989 3.08949 3.28935 0.11 -0.17 0.15
H 0.66409 2.09317 4.67515 -0.08 -0.17 -0.45
H 1.67624 2.25331 3.20230 -0.26 -0.15 0.08
C -1.17009 -1.52147 -1.94586 -0.52 0.38 2.26
O -1.15706 -0.71247 -2.85230 0.33 0.36 -0.62
H -1.22221 -2.65526 -2.11898 -0.11 0.83 -0.83
Cl -3.32815 1.60142 0.17376 -0.58 0.65 0.09
C -3.11084 2.89828 -1.04978 0.26 0.86 -0.99
C -4.22385 3.34577 -1.75685 0.31 -0.13 -0.33
C -4.03368 4.13985 -2.90201 -0.25 -0.33 0.70
C -2.74858 4.53278 -3.26066 0.40 -0.08 0.19
C -1.65034 4.20855 -2.46178 -0.79 -0.65 0.52
C -1.80512 3.37423 -1.30675 -0.30 0.35 -0.31
C -0.70007 3.01077 -0.42549 0.46 -0.72 -0.26
H -5.21508 3.05248 -1.43610 -0.01 -0.10 -0.17
H -4.89992 4.43093 -3.49550 0.26 -0.04 0.20
H -2.60265 5.12099 -4.16530 -0.01 -0.08 0.23
H -0.66015 4.58239 -2.71323 -0.16 -0.09 0.12
H 0.23339 3.48210 -0.70250 0.06 0.31 -0.03
H -0.90935 3.20971 0.62971 -0.11 0.12 0.12
```
Forces are in eV/Å.

Results
calculated total energy = -78394.0192 eV
E_LUMO (alpha / beta) = -4.17 / -4.17 eV
net charge = +1
multiplicity = 4
HOMO energy (alpha / beta) = -9.088 / -9.116 eV
<S²> = 3.757

=====

ORCA calculation (ωB97M-V/def2-TZVPD) on a cluster of 2 separate species, C11H15N in total in a non-equilibrium geometry.

The geometry in XYZ format:
```
27
Properties=species:S:1:pos:R:3:forces:R:3
C -2.23420 0.77179 -2.67351 -4.30 0.32 -4.81
C -1.11950 0.39131 -1.88332 2.66 2.80 2.26
C -0.13977 1.26318 -1.33993 -1.01 -3.14 -0.61
N 0.83368 0.54061 -0.67364 -3.11 -0.21 -3.16
C 0.48900 -0.76896 -0.75835 2.17 -1.28 0.94
C 1.37733 -1.80929 -0.25919 -3.29 -1.44 -0.89
C 0.79756 -3.10731 -0.27821 0.62 1.44 0.13
C -0.49338 -3.26253 -0.92583 0.65 0.07 0.02
C -1.29923 -2.22910 -1.41243 1.83 0.24 -1.18
C -0.74254 -0.89034 -1.47273 0.70 -2.65 2.19
H -3.22673 0.22959 -2.48949 1.49 0.43 0.19
H -2.04911 0.52782 -3.78201 0.00 -0.46 1.26
H -2.61532 1.80642 -2.96883 1.18 -0.58 1.75
H 0.06586 2.26328 -1.45798 -0.25 2.22 -0.31
H 1.37284 1.01855 -0.05663 2.32 0.87 2.05
H 2.42153 -1.66776 -0.02414 -0.14 0.38 0.46
H 1.37493 -3.93589 0.25021 -1.02 0.87 -1.33
H -0.72132 -4.26227 -1.28901 -0.46 -0.06 0.76
H -2.15690 -2.51417 -2.01879 -0.01 0.18 0.26
C 1.21517 1.48403 3.72415 5.63 0.52 -0.39
C 0.66126 2.29208 2.64932 1.53 6.15 -0.32
H 1.54901 0.57436 3.29083 -0.13 -1.34 0.12
H 2.25282 1.82050 4.26391 -2.06 0.00 -1.76
H 0.70468 1.39146 4.56857 -3.02 -0.96 3.17
H 1.37098 3.25225 2.39714 -0.82 -2.54 0.06
H -0.13768 3.00406 2.87167 -0.76 -0.90 0.48
H 0.44903 1.81633 1.74824 -0.41 -0.94 -1.34
```
Forces are in eV/Å.

Results
calculated total energy = -13137.5546 eV
SMILES string = Cc1c[nH]c2ccccc12.CC
E_LUMO = 0.86 eV
HOMO energy = -7.720 eV
ΔE to the lowest compared entry with this formula, charge and spin = 3.237 eV